This record from OMol25 describes a molecular structure, C43H37Br2N3O2Zr. The level of theory is the ωB97M-V functional and the def2-TZVPD basis.

* frontier orbital gap: 4.7 eV
* net charge: 0
* largest force on an atom: 0.951 eV Å⁻¹
* E_LUMO: -0.0291 Eh
* electronic energy: -7170.58944 Ha
* multiplicity: 1

```
88
C43H37Br2N3O2Zr | OMol25 | the ωB97M-V functional and the def2-TZVPD basis
Zr 1.124 -0.311 0.908
Br 1.519 -1.014 5.967
C 2.902 -0.732 4.737
C 4.233 -0.700 5.223
C 5.284 -0.497 4.383
Br 7.038 -0.453 5.078
C 5.064 -0.332 2.986
C 6.089 -0.148 2.021
C 5.785 -0.054 0.695
C 4.429 -0.157 0.304
N 3.460 -0.299 1.180
C 3.742 -0.371 2.520
C 2.625 -0.533 3.409
O 1.406 -0.535 2.896
H 4.394 -0.833 6.282
H 7.114 -0.089 2.358
H 6.544 0.088 -0.060
H 4.153 -0.105 -0.745
C 1.035 1.719 0.600
C 0.604 2.559 -0.248
C 0.126 3.393 -1.192
C 0.937 3.618 -2.403
C 0.356 3.799 -3.664
C 1.133 3.948 -4.801
C 2.520 3.908 -4.721
C 3.110 3.717 -3.480
C 2.332 3.580 -2.342
C -1.238 3.947 -1.030
C -1.660 5.111 -1.675
C -2.944 5.605 -1.502
C -3.848 4.956 -0.673
C -3.435 3.805 -0.012
C -2.155 3.313 -0.186
H -0.722 3.816 -3.756
H 0.648 4.096 -5.757
H 3.126 4.032 -5.608
H 4.189 3.697 -3.393
H 2.804 3.451 -1.374
H -0.970 5.655 -2.308
H -3.231 6.515 -2.014
H -4.849 5.340 -0.535
H -4.121 3.280 0.642
H -1.850 2.410 0.332
C 1.176 -5.511 0.278
N 1.143 -4.079 0.545
C 1.628 -3.662 1.847
C 1.007 -3.184 -0.449
O 1.560 -2.040 -0.381
N 0.291 -3.536 -1.537
C 0.355 -2.717 -2.742
C -0.948 -4.304 -1.362
H 2.067 -5.928 0.750
H 1.238 -5.685 -0.792
H 0.299 -6.022 0.680
H 1.423 -4.460 2.561
H 1.082 -2.782 2.208
H 2.703 -3.458 1.834
H 1.322 -2.227 -2.805
H -0.431 -1.962 -2.746
H 0.235 -3.378 -3.600
H -0.782 -5.381 -1.342
H -1.593 -4.076 -2.206
H -1.454 -3.987 -0.449
C -5.815 -0.924 2.913
C -5.149 0.183 2.401
C -3.824 0.083 2.013
C -3.142 -1.128 2.127
C -3.809 -2.222 2.670
C -5.141 -2.128 3.048
C -1.701 -1.228 1.762
C -1.061 -0.868 0.632
C -1.702 -0.462 -0.656
C -0.912 0.180 -1.615
C -1.443 0.704 -2.784
C -2.790 0.526 -3.058
C -3.577 -0.205 -2.178
C -3.042 -0.694 -0.995
H -6.851 -0.842 3.215
H -5.663 1.131 2.311
H -3.309 0.947 1.615
H -3.279 -3.159 2.790
H -5.651 -2.991 3.455
H -1.094 -1.572 2.607
H 0.162 0.289 -1.460
H -0.802 1.240 -3.469
H -3.223 0.943 -3.957
H -4.622 -0.377 -2.398
H -3.682 -1.244 -0.323
```

Atomic partial charges in e from the Mulliken method, atoms 1 to 6:
1. Zr 0.4193
2. Br -0.1496
3. C -0.4287
4. C -0.3461
5. C -0.1261
6. Br -0.2189


This record from OMol25 describes a single C7H11N5O molecule. The level of theory is the ωB97M-V functional and the def2-TZVPD basis.

* frontier orbital gap: 9.6 eV
* net charge: 0
* SMILES: Nc1ncnc(N2CCOCC2)n1
* largest force on an atom: 1.534 eV Å⁻¹
* E_LUMO: 0.0303 Eh
* electronic energy: -622.38918 Ha
* multiplicity: 1

```
24
C7H11N5O | OMol25 | the ωB97M-V functional and the def2-TZVPD basis
N 3.725 -1.520 0.139
C 2.869 -0.479 0.096
N 3.446 0.731 -0.055
C 2.571 1.706 -0.208
N 1.254 1.610 -0.230
C 0.798 0.339 -0.056
N -0.517 0.162 -0.082
C -1.102 -1.161 0.038
C -2.489 -1.144 -0.613
O -3.391 -0.262 0.058
C -2.733 0.872 0.611
C -1.466 1.274 -0.094
N 1.551 -0.743 0.114
H 4.697 -1.351 0.336
H 3.370 -2.473 0.297
H 2.966 2.731 -0.306
H -0.475 -1.915 -0.445
H -1.239 -1.443 1.123
H -2.874 -2.165 -0.532
H -2.405 -0.922 -1.716
H -2.501 0.707 1.671
H -3.411 1.705 0.553
H -1.643 1.616 -1.129
H -1.001 2.126 0.428
```

Atomic partial charges in e from the Mulliken method, atoms 1 to 6:
1. N -0.3596
2. C 0.3749
3. N -0.6496
4. C -0.0562
5. N -0.5667
6. C 0.5994


This record from OMol25 describes a molecular structure, C45H59AsIrN6O2. The level of theory is the ωB97M-V functional and the def2-TZVPD basis.

* frontier orbital gap: 6.0 eV
* net charge: +1
* largest force on an atom: 1.686 eV Å⁻¹
* E_LUMO: -0.1151 Eh
* electronic energy: -4569.25977 Ha
* multiplicity: 1

```
114
C45H59AsIrN6O2 | OMol25 | the ωB97M-V functional and the def2-TZVPD basis
Ir 0.080 -0.147 -0.165
C 4.394 -0.443 4.359
C 3.271 -1.485 4.269
C 2.699 -1.584 2.890
C 2.930 -2.539 1.948
C 3.861 -3.708 2.036
C 5.220 -3.376 1.402
C 2.136 -2.178 0.792
N 1.452 -1.028 1.038
C 1.760 -0.644 2.306
C 1.215 0.442 2.971
C 0.297 1.345 2.463
C -0.307 2.433 3.209
C -0.168 2.619 4.688
C -1.063 1.626 5.443
C -1.101 3.107 2.340
C -1.003 2.419 1.065
C -1.705 2.753 -0.079
C -1.778 2.004 -1.242
N -1.259 0.759 -1.398
C -1.644 0.323 -2.634
C -1.333 -0.917 -3.169
C -0.459 -1.855 -2.637
N 0.246 -1.704 -1.477
C 1.122 -2.747 -1.391
C 2.025 -2.943 -0.356
C 0.944 -3.615 -2.533
C -0.056 -3.082 -3.287
C -0.630 -3.602 -4.569
C 0.082 -3.008 -5.792
C 1.713 -4.875 -2.787
C 1.140 -6.072 -2.016
C -2.408 1.355 -3.303
C -2.496 2.399 -2.437
C -3.116 3.742 -2.663
C -2.053 4.824 -2.891
C -2.962 1.283 -4.693
C -4.361 0.655 -4.732
N -0.151 1.361 1.179
C -2.031 4.247 2.614
C -3.472 3.757 2.807
H 4.760 -0.365 5.382
H 4.042 0.541 4.045
H 5.230 -0.724 3.717
H 2.478 -1.219 4.973
H 3.659 -2.457 4.575
H 3.430 -4.579 1.536
H 4.013 -3.980 3.081
H 5.102 -3.093 0.355
H 5.889 -4.235 1.451
H 5.685 -2.543 1.930
H 1.533 0.587 3.996
H -0.448 3.636 4.963
H 0.871 2.468 4.990
H -2.113 1.805 5.206
H -0.939 1.725 6.522
H -0.823 0.601 5.156
H -2.297 3.659 -0.057
H -1.753 -1.144 -4.141
H 2.662 -3.818 -0.405
H -1.694 -3.362 -4.616
H -0.542 -4.689 -4.597
H -0.024 -1.922 -5.810
H -0.335 -3.409 -6.716
H 1.146 -3.248 -5.767
H 2.760 -4.735 -2.511
H 1.689 -5.102 -3.854
H 1.195 -5.911 -0.938
H 1.697 -6.978 -2.254
H 0.095 -6.231 -2.287
H -3.733 4.015 -1.803
H -3.775 3.698 -3.531
H -1.387 4.908 -2.032
H -2.525 5.792 -3.060
H -1.445 4.586 -3.765
H -2.288 0.706 -5.331
H -3.013 2.292 -5.103
H -4.348 -0.346 -4.297
H -4.715 0.579 -5.760
H -5.070 1.260 -4.166
H -1.998 4.961 1.787
H -1.711 4.773 3.514
H -3.822 3.222 1.923
H -4.147 4.593 2.993
H -3.531 3.074 3.655
C -2.949 -2.987 2.754
As -1.863 -2.834 1.185
C -0.525 -4.197 1.351
C -2.868 -3.250 -0.398
O -1.296 -1.267 1.158
H -3.438 -3.958 2.800
H -3.691 -2.191 2.736
H -2.307 -2.847 3.622
H -1.018 -5.162 1.467
H 0.083 -3.983 2.230
H 0.107 -4.205 0.469
H -2.925 -4.330 -0.527
H -2.347 -2.802 -1.243
H -3.869 -2.828 -0.329
N 5.418 -0.261 -4.760
C 5.381 0.460 -3.613
O 6.348 1.032 -3.160
C 4.053 0.506 -2.896
C 4.072 0.768 -1.534
C 2.878 0.832 -0.847
N 1.696 0.650 -1.450
C 1.670 0.433 -2.765
C 2.824 0.354 -3.522
H 6.293 -0.295 -5.255
H 4.634 -0.765 -5.127
H 5.017 0.920 -1.033
H 2.848 1.047 0.212
H 0.700 0.320 -3.222
H 2.740 0.199 -4.589
```

Atomic partial charges in e from the Mulliken method, atoms 1 to 6:
1. Ir 1.2795
2. C -1.1210
3. C -1.2513
4. C 0.6336
5. C 0.3894
6. C -1.2433


This record from OMol25 describes a molecular structure, C3H4BeLiO3. The level of theory is the ωB97M-V functional and the def2-TZVPD basis.

* frontier orbital gap (alpha / beta): 6.2 / 9.8 eV
* net charge: +2
* largest force on an atom: 3.617 eV Å⁻¹
* E_LUMO (alpha / beta): -0.4122 / -0.4129 Eh
* electronic energy: -364.02595 Ha
* multiplicity: 2

```
12
C3H4BeLiO3 | OMol25 | the ωB97M-V functional and the def2-TZVPD basis
O 0.103 0.540 -0.738
C -0.985 0.523 0.161
C -1.811 -0.689 -0.044
H -0.508 0.542 1.248
H -1.613 1.423 0.000
H -1.986 -1.050 -1.064
H -2.452 -1.061 0.755
Be 0.988 1.552 -0.796
O 2.667 1.027 0.244
C 2.565 -0.101 0.588
O 2.553 -1.251 0.435
Li 0.479 -1.455 -0.789
```

Atomic partial charges in e from the Mulliken method, atoms 1 to 6:
1. O 0.1089
2. C 0.1895
3. C -1.1283
4. H 0.2984
5. H 0.3141
6. H 0.5071


This record from OMol25 describes 10 unconnected molecules or ions with the total composition C20H60O10. The level of theory is the ωB97M-V functional and the def2-TZVPD basis.

* frontier orbital gap: 9.7 eV
* net charge: 0
* SMILES: CCO.CCO.CCO.CCO.CCO.CCO.CCO.CCO.CCO.CCO
* largest force on an atom: 2.649 eV Å⁻¹
* E_LUMO: 0.0116 Eh
* electronic energy: -1550.27396 Ha
* multiplicity: 1

```
90
C20H60O10 | OMol25 | the ωB97M-V functional and the def2-TZVPD basis
C 10.391 13.756 -10.763
C 11.799 14.221 -10.555
O 12.663 13.360 -11.255
H 9.729 14.255 -10.056
H 10.178 12.687 -10.735
H 10.083 13.985 -11.783
H 12.083 14.244 -9.503
H 11.822 15.228 -10.974
H 12.801 12.599 -10.686
C 15.596 15.627 -6.628
C 14.146 15.868 -7.157
O 14.281 16.289 -8.524
H 16.274 16.458 -6.820
H 15.996 14.676 -6.981
H 15.515 15.575 -5.543
H 13.711 16.692 -6.590
H 13.469 15.025 -7.022
H 13.388 16.386 -8.862
C 12.431 16.758 -3.886
C 11.644 15.436 -3.688
O 12.279 14.432 -4.435
H 13.503 16.560 -3.854
H 12.116 17.540 -3.195
H 12.264 17.160 -4.885
H 10.607 15.562 -3.999
H 11.591 15.186 -2.628
H 13.135 14.174 -4.085
C 10.157 11.681 -7.524
C 11.201 12.681 -7.010
O 10.572 13.685 -6.355
H 9.486 12.140 -8.249
H 9.504 11.307 -6.735
H 10.593 10.801 -7.997
H 11.807 13.030 -7.846
H 11.926 12.211 -6.346
H 11.217 13.996 -5.716
C 7.512 14.644 -7.763
C 7.054 13.635 -6.779
O 7.741 13.970 -5.604
H 8.599 14.704 -7.815
H 7.080 15.613 -7.513
H 7.155 14.420 -8.769
H 7.381 12.625 -7.025
H 5.967 13.602 -6.704
H 8.653 13.720 -5.766
C 15.087 11.740 -4.888
C 15.499 12.612 -3.633
O 14.669 13.777 -3.618
H 15.318 12.196 -5.851
H 14.024 11.501 -4.916
H 15.735 10.865 -4.850
H 16.552 12.876 -3.724
H 15.291 12.124 -2.681
H 14.987 14.257 -2.850
C 14.747 12.470 -8.559
C 14.196 11.157 -9.020
O 12.931 11.305 -9.506
H 15.793 12.356 -8.274
H 14.167 12.757 -7.682
H 14.748 13.263 -9.308
H 14.150 10.429 -8.210
H 14.825 10.732 -9.802
H 12.632 10.443 -9.805
C 10.221 17.491 -7.287
C 10.770 16.663 -8.421
O 11.743 17.305 -9.223
H 9.543 17.052 -6.554
H 9.769 18.409 -7.663
H 11.058 17.973 -6.783
H 9.970 16.280 -9.054
H 11.207 15.788 -7.939
H 11.346 17.903 -9.859
C 11.759 9.037 -5.649
C 11.624 7.991 -6.761
O 12.814 7.891 -7.498
H 12.441 8.672 -4.882
H 10.819 9.430 -5.260
H 12.265 9.936 -6.002
H 10.791 8.271 -7.406
H 11.341 7.048 -6.294
H 13.559 7.627 -6.954
C 7.384 9.914 -4.929
C 6.374 9.986 -3.805
O 6.984 9.941 -2.518
H 8.100 10.735 -4.892
H 6.916 9.870 -5.912
H 7.909 8.959 -4.890
H 5.585 9.237 -3.871
H 5.851 10.937 -3.909
H 6.363 10.053 -1.795
```

Atomic partial charges in e from the Mulliken method, atoms 1 to 6:
1. C -0.9424
2. C 0.8754
3. O -0.6768
4. H 0.0157
5. H 0.3062
6. H 0.3555


This record from OMol25 describes a molecular structure, C20H34AgN3OPS3SbSe2. The level of theory is the ωB97M-V functional and the def2-TZVPD basis.

* frontier orbital gap (alpha / beta): 4.2 / 5.5 eV
* net charge: -1
* largest force on an atom: 0.354 eV Å⁻¹
* E_LUMO (alpha / beta): 0.0657 / 0.0657 Eh
* electronic energy: -7748.08255 Ha
* multiplicity: 2

```
66
C20H34AgN3OPS3SbSe2 | OMol25 | the ωB97M-V functional and the def2-TZVPD basis
Ag 1.367 -0.356 0.181
S -2.046 4.973 -0.586
Sb -0.303 4.631 0.886
S 1.169 1.427 1.846
S -0.594 2.176 1.028
C 2.641 -4.196 -3.530
Se 2.540 -2.885 -2.095
C 3.280 -4.047 -0.713
C 3.889 -3.249 0.425
Se 2.512 -2.367 1.500
C 3.732 -1.254 2.518
H 2.002 -5.049 -3.314
H 3.669 -4.522 -3.680
H 2.286 -3.704 -4.433
H 4.048 -4.661 -1.185
H 2.494 -4.708 -0.344
H 4.571 -2.487 0.051
H 4.438 -3.916 1.090
H 4.413 -1.888 3.083
H 3.098 -0.687 3.194
H 4.271 -0.591 1.847
C -1.208 0.413 -4.605
N -1.734 1.197 -3.500
C -1.210 2.565 -3.590
N 0.252 2.616 -3.643
C 0.721 1.788 -4.741
N 0.255 0.397 -4.696
C 0.834 -0.299 -3.543
P 0.412 0.479 -1.909
C -1.420 0.602 -2.201
C 0.838 2.226 -2.360
H -1.593 0.838 -5.535
H -1.564 -0.618 -4.519
H -1.556 3.150 -2.735
H -1.596 3.012 -4.510
H 1.814 1.789 -4.756
H 0.359 2.226 -5.675
H 1.922 -0.332 -3.654
H 0.476 -1.333 -3.534
H -1.837 1.222 -1.408
H -1.864 -0.395 -2.129
H 1.925 2.336 -2.398
H 0.459 2.880 -1.575
C -5.128 1.239 2.823
C -3.722 0.839 3.172
C -3.190 -0.366 2.737
C -1.873 -0.729 2.993
C -1.371 -2.020 2.406
C -1.059 0.150 3.729
C 0.352 -0.166 4.051
O 0.902 -1.246 3.870
C -1.576 1.389 4.148
C -0.718 2.429 4.822
C -2.899 1.702 3.877
H -5.703 0.388 2.458
H -5.118 2.001 2.040
H -5.646 1.661 3.686
H -3.813 -1.042 2.159
H -2.200 -2.571 1.959
H -0.863 -2.643 3.136
H -0.637 -1.811 1.621
H 0.878 0.614 4.617
H 0.152 2.658 4.203
H -0.364 2.104 5.803
H -1.287 3.349 4.953
H -3.280 2.671 4.183
```

Atomic partial charges in e from the Mulliken method, atoms 1 to 6:
1. Ag -0.5258
2. S -0.7282
3. Sb 0.0438
4. S -0.5003
5. S -0.3202
6. C -1.0309